The following is a DFT calculation (the ωB97M-V functional and the def2-TZVPD basis) of a molecular structure, C14H11IrN6O2.

Last column: Mulliken charge in e.
Cartesian coordinates (Å):
Ir (0.000309, 0.007436, -0.423582)  0.638
N (-4.334346, -0.251466, -0.599072)  0.065
C (-3.070481, -0.322042, -0.969344)  0.035
N (-2.068440, -0.058428, -0.153451)  -0.629
C (-2.356534, 0.316303, 1.156330)  0.619
N (-1.340552, 0.596963, 1.978478)  -0.886
N (-0.184067, 0.435744, 1.416856)  0.321
C (1.033212, 0.768192, 2.081754)  -0.726
C (2.166420, 0.648146, 1.307512)  1.097
C (3.476517, 0.883145, 1.795109)  -0.967
C (4.552730, 0.692096, 0.966888)  -0.146
C (4.339244, 0.272010, -0.349505)  -0.730
C (3.043131, 0.070215, -0.799326)  0.277
N (1.978474, 0.253736, -0.021199)  -0.219
C (-3.707237, 0.391739, 1.613462)  0.808
C (-4.061243, 0.742739, 2.928435)  -0.309
C (-5.385844, 0.791786, 3.279951)  -0.800
C (-6.388212, 0.497073, 2.340293)  -0.411
C (-6.068493, 0.149854, 1.046722)  -0.953
C (-4.725626, 0.098878, 0.693186)  0.296
H (-5.048708, -0.468929, -1.283322)  0.274
H (-2.863050, -0.614656, -1.989852)  0.407
H (0.995762, 1.086274, 3.111899)  0.474
H (3.602199, 1.200898, 2.820940)  0.402
H (5.557313, 0.863554, 1.327921)  0.463
H (5.164239, 0.105918, -1.026725)  0.403
H (2.850801, -0.240994, -1.818235)  0.397
H (-3.283302, 0.968458, 3.643435)  0.498
H (-5.664991, 1.058815, 4.289537)  0.444
H (-7.427727, 0.540627, 2.635832)  0.432
H (-6.840844, -0.079158, 0.323313)  0.408
O (0.625615, 4.222646, -0.170101)  -0.287
N (0.009372, 3.578834, -0.926725)  0.665
O (-0.614139, 2.553093, -0.822313)  -0.360

Forces on atoms 1 to 3 (eV/Å):
-0.2 -0.1 0.1
0.0 0.0 0.0
0.0 0.0 0.0

## Properties
* maximum force: 0.31 eV/Å
* E_HOMO (alpha / beta): -13.4 / -15.7 eV
* orbital gap (alpha / beta): 5.996 / 6.287 eV
* 2S+1: 5
* <S²>: 6.05
* energy relative to the best compared isomer or geometry (same formula, charge and spin): 7.7 kJ/mol
* E: -1122.67822 Eh
* total charge: +2